The following is a DFT calculation (ωB97M-V/def2-TZVPD) of C37H37FN6O11P2S2SeTi as an isolated structure.

The calculation puts the largest force on an atom at 3.75 eV/A. Its HOMO energy is -0.2643 Ha. The value obtained for the molecular weight is 1013.6 g mol⁻¹. Its LUMO energy is -0.034 hartree.

Last column: Löwdin charge in e.
Atoms and positions in Å:
Ti  -1.18  2.06  -1.32  0.94
N  -1.94  1.98  2.98  0.13
C  -3.00  2.39  2.01  -0.48
C  -4.25  2.87  2.77  -0.09
P  -2.41  3.88  1.00  0.43
O  -1.55  4.58  2.14  -0.12
O  -3.61  4.72  0.68  -0.27
O  -1.45  3.55  -0.18  -0.37
P  -3.48  0.99  0.90  0.38
O  -3.02  -0.40  1.62  -0.11
O  -4.96  0.95  0.71  -0.27
O  -2.56  1.11  -0.27  -0.42
H  -1.14  1.56  2.37  0.11
H  -2.27  1.37  3.73  0.08
H  -1.58  2.81  3.48  0.14
H  -4.13  3.70  3.51  0.11
H  -4.61  2.00  3.28  0.07
H  -5.11  3.03  2.12  0.08
H  -0.74  5.00  1.84  0.09
H  -3.86  -0.73  1.87  0.04
F  1.30  -1.57  5.49  0.04
C  1.32  -1.71  4.12  -0.16
C  0.96  -0.68  3.29  0.07
C  1.26  -0.72  1.94  -0.01
C  0.93  0.38  0.96  -0.24
O  0.02  1.16  1.34  -0.01
C  1.75  0.57  -0.17  -0.02
C  2.52  -0.48  -0.49  0.02
N  2.72  -1.60  0.22  0.03
C  3.81  -2.41  -0.18  -0.25
C  4.04  -2.66  -1.69  -0.05
C  3.58  -3.72  -0.77  -0.09
C  2.21  -1.68  1.51  -0.08
C  2.41  -2.79  2.35  0.09
C  1.90  -2.89  3.63  -0.19
N  2.05  -4.01  4.47  -0.09
C  0.74  -4.74  4.57  -0.08
C  -0.16  -3.95  5.47  -0.17
N  0.57  -3.55  6.70  0.01
C  2.04  -3.81  6.94  -0.08
C  2.81  -3.82  5.66  -0.17
C  1.76  1.54  -1.34  -0.51
O  2.58  1.55  -2.22  0.12
O  0.67  2.33  -1.43  -0.19
H  0.28  0.07  3.65  0.08
H  2.99  -0.37  -1.41  0.12
H  4.70  -2.23  0.33  0.14
H  5.01  -2.59  -2.09  0.11
H  3.25  -2.26  -2.27  0.05
H  4.26  -4.46  -0.44  0.10
H  2.51  -4.00  -0.95  0.14
H  2.90  -3.61  1.96  0.11
H  0.86  -5.74  4.91  0.12
H  0.42  -4.78  3.54  0.14
H  -1.08  -4.47  5.71  0.12
H  -0.70  -3.03  5.10  0.09
H  0.06  -4.09  7.44  0.17
H  0.36  -2.56  6.91  0.06
H  2.06  -4.77  7.46  0.12
H  2.49  -3.13  7.68  0.15
H  3.53  -4.61  5.65  0.12
H  3.40  -2.89  5.61  0.14
Se  -2.09  -1.72  7.07  0.51
C  -1.60  -0.44  5.85  -0.85
N  -1.27  0.37  5.10  0.02
C  -0.37  5.42  -5.90  -0.09
C  0.48  4.87  -4.93  -0.06
C  -0.09  4.10  -3.88  -0.01
C  -1.50  3.83  -3.85  -0.19
C  -2.15  3.00  -2.90  -0.17
C  -3.49  2.64  -3.07  -0.10
C  -4.26  3.15  -4.12  -0.09
C  -3.66  3.97  -5.01  -0.03
C  -2.30  4.41  -4.89  -0.17
C  -1.76  5.31  -5.81  -0.04
H  -0.04  5.79  -6.88  0.10
H  1.51  5.03  -4.84  0.08
H  0.62  3.86  -3.08  0.09
H  -3.97  1.82  -2.52  0.11
H  -5.28  2.67  -4.14  0.13
H  -4.18  4.41  -5.91  0.13
H  -2.41  5.69  -6.66  0.12
O  0.70  1.63  -6.85  -0.24
S  -0.19  0.69  -6.33  0.59
O  -1.37  0.38  -7.04  -0.26
N  -0.71  1.02  -4.82  -0.03
C  -0.28  0.14  -3.95  -0.69
S  -0.95  -0.08  -2.39  0.79
C  0.58  -0.90  -4.53  -0.22
C  1.27  -1.93  -3.88  -0.05
C  2.12  -2.69  -4.61  -0.08
C  2.22  -2.57  -6.00  -0.06
C  1.48  -1.63  -6.64  -0.05
C  0.72  -0.79  -5.89  -0.21
H  1.16  -2.00  -2.77  0.11
H  2.61  -3.48  -4.01  0.11
H  2.86  -3.17  -6.56  0.09
H  1.37  -1.46  -7.76  0.16

The following is a DFT calculation (ωB97M-V/def2-TZVPD) of a 5-piece molecular cluster, C37H37NO2 overall.

The calculation puts the largest force on an atom at 2.75 eV/A. Its HOMO energy is -0.3408 Ha. As for the SMILES: NCCCC1=CC(=O)c2ccccc2C1=O.c1ccccc1.c1ccccc1.c1ccccc1.c1ccccc1. The value obtained for the molecular weight is 527.7 g mol⁻¹. Its LUMO energy is -0.030 hartree.

Last column: Löwdin charge in e.
Atoms and positions in Å:
N  0.28  -0.59  1.37  -0.02
C  0.23  0.64  2.22  -0.27
C  -1.26  0.97  2.62  -0.19
C  -1.43  2.13  3.70  -0.13
C  -0.12  2.91  4.02  -0.14
C  0.57  3.70  3.16  0.05
C  1.87  4.46  3.61  -0.30
O  2.15  5.56  3.19  0.10
C  2.73  3.70  4.68  -0.06
C  4.17  3.76  4.76  0.00
C  4.84  2.97  5.81  -0.06
C  4.08  2.17  6.78  -0.06
C  2.61  2.11  6.70  0.00
C  1.95  2.88  5.64  -0.07
C  0.40  2.81  5.49  -0.28
O  -0.36  2.73  6.43  0.11
H  -0.65  -0.84  1.04  0.06
H  0.72  -1.35  1.88  0.06
H  0.93  0.56  3.09  0.12
H  0.56  1.47  1.53  0.11
H  -1.88  1.22  1.71  0.11
H  -1.70  0.02  3.03  0.11
H  -1.79  1.64  4.65  0.11
H  -2.24  2.84  3.39  0.12
H  0.25  3.81  2.10  0.14
H  4.74  4.40  4.04  0.12
H  5.95  3.03  5.85  0.10
H  4.63  1.60  7.58  0.10
H  2.04  1.50  7.42  0.11
C  -6.54  2.24  0.62  -0.10
C  -6.57  1.50  -0.55  -0.10
C  -5.86  0.31  -0.65  -0.10
C  -5.10  -0.13  0.42  -0.10
C  -5.06  0.61  1.60  -0.11
C  -5.77  1.79  1.70  -0.10
H  -7.10  3.16  0.70  0.10
H  -7.16  1.85  -1.40  0.10
H  -5.89  -0.26  -1.57  0.10
H  -4.55  -1.06  0.35  0.10
H  -4.46  0.26  2.43  0.09
H  -5.74  2.37  2.61  0.10
C  -1.65  -1.56  -3.68  -0.10
C  -0.74  -2.04  -4.62  -0.09
C  0.61  -2.10  -4.30  -0.09
C  1.05  -1.69  -3.05  -0.09
C  0.14  -1.21  -2.11  -0.10
C  -1.21  -1.14  -2.43  -0.10
H  -2.71  -1.52  -3.93  0.10
H  -1.08  -2.35  -5.59  0.08
H  1.32  -2.47  -5.03  0.10
H  2.11  -1.74  -2.80  0.10
H  0.48  -0.88  -1.14  0.07
H  -1.92  -0.77  -1.70  0.09
C  -2.17  -3.53  -8.08  -0.11
C  -1.51  -4.33  -9.01  -0.10
C  -1.05  -3.77  -10.20  -0.10
C  -1.25  -2.42  -10.45  -0.10
C  -1.91  -1.63  -9.52  -0.10
C  -2.37  -2.18  -8.33  -0.10
H  -2.52  -3.97  -7.15  0.10
H  -1.36  -5.38  -8.81  0.10
H  -0.54  -4.39  -10.92  0.10
H  -0.89  -1.99  -11.38  0.10
H  -2.07  -0.57  -9.73  0.10
H  -2.88  -1.56  -7.61  0.10
C  5.44  -2.63  1.41  -0.10
C  4.15  -2.13  1.29  -0.09
C  3.69  -1.18  2.19  -0.09
C  4.51  -0.74  3.22  -0.09
C  5.79  -1.25  3.35  -0.10
C  6.26  -2.20  2.44  -0.10
H  5.80  -3.36  0.70  0.10
H  3.51  -2.47  0.48  0.10
H  2.68  -0.79  2.10  0.06
H  4.15  0.00  3.93  0.09
H  6.43  -0.92  4.16  0.10
H  7.26  -2.59  2.54  0.10

The following is a DFT calculation (ωB97M-V/def2-TZVPD) of C37H38BCrNO5S as an isolated structure.

The calculation puts the largest force on an atom at 6.07 eV/A. The net charge is +3. Its HOMO energy (alpha / beta) is -0.5545 / -0.5690 Ha. As for the expectation value of S²: 3.85. The value obtained for the molecular weight is 671.6 g mol⁻¹. Its LUMO energy (alpha / beta) is -0.388 / -0.397 hartree. The multiplicity is 4.

Last column: Mulliken spin population.
Atoms and positions in Å:
C  3.77  5.62  1.98  0.02
C  2.93  4.51  2.51  0.29
C  2.48  4.33  3.80  0.13
C  1.74  3.12  4.00  0.06
C  1.55  2.42  2.83  0.53
B  1.18  0.81  2.57  0.07
C  -0.33  1.44  2.56  0.17
C  -1.02  1.69  3.76  0.01
C  -2.30  2.20  3.76  0.10
C  -3.02  2.36  2.55  0.13
N  -4.33  2.71  2.55  0.28
C  -5.18  2.51  1.39  -0.01
C  -5.00  3.08  3.78  -0.02
C  -2.33  2.10  1.34  0.06
C  -1.01  1.66  1.35  -0.03
O  1.76  0.43  1.34  0.07
C  2.95  -0.31  1.69  -0.02
C  2.74  -1.73  1.14  0.00
C  4.12  0.37  1.01  0.00
C  3.02  -0.25  3.30  0.02
C  3.30  -1.58  3.96  0.00
C  4.00  0.78  3.83  0.01
O  1.70  0.14  3.70  0.09
S  2.30  3.23  1.50  -0.04
H  4.11  6.26  2.80  0.00
H  4.65  5.23  1.46  0.02
H  3.21  6.24  1.27  0.03
H  2.70  5.04  4.59  0.00
H  1.32  2.83  4.97  0.00
H  -0.51  1.52  4.70  -0.01
H  -2.79  2.42  4.72  0.00
H  -5.34  1.43  1.19  0.01
H  -6.14  2.98  1.59  0.00
H  -4.73  2.96  0.50  0.01
H  -4.43  3.84  4.33  0.01
H  -5.98  3.50  3.52  0.00
H  -5.16  2.22  4.44  0.02
H  -2.85  2.21  0.38  -0.01
H  -0.50  1.47  0.41  0.00
H  3.65  -2.33  1.29  0.00
H  1.89  -2.22  1.63  0.00
H  2.54  -1.67  0.06  0.00
H  5.05  -0.15  1.27  0.00
H  3.99  0.34  -0.08  0.00
H  4.18  1.42  1.30  0.00
H  4.21  -2.04  3.56  0.00
H  3.44  -1.42  5.03  0.00
H  2.45  -2.26  3.85  0.00
H  5.03  0.43  3.70  0.00
H  3.89  1.75  3.34  0.00
H  3.82  0.93  4.90  0.00
O  -2.78  -7.48  6.46  0.03
C  -1.77  -6.97  6.19  -0.05
Cr  -0.13  -6.32  5.46  1.08
C  -1.16  -5.99  3.91  -0.04
O  -1.87  -5.95  2.99  0.00
C  -0.02  -8.11  4.82  -0.09
O  -0.14  -9.20  4.40  0.07
C  1.39  -6.38  6.99  0.06
C  0.38  -5.48  7.36  -0.04
C  -0.02  -4.47  6.48  0.01
C  0.68  -4.20  5.28  0.00
C  0.34  -3.08  4.42  -0.01
C  0.07  -2.12  3.67  0.00
C  -0.38  -1.27  2.68  0.04
C  -1.80  -1.28  2.37  -0.04
C  -2.25  -1.25  1.03  0.00
C  -3.60  -1.11  0.75  0.00
C  -4.53  -1.00  1.79  0.00
C  -4.11  -1.15  3.11  0.02
C  -2.76  -1.35  3.40  -0.01
C  1.58  -5.22  4.86  0.03
C  1.99  -6.24  5.73  -0.05
H  1.68  -7.19  7.66  0.00
H  -0.13  -5.59  8.32  -0.01
H  -0.86  -3.82  6.74  -0.01
H  0.26  -1.00  1.84  -0.01
H  -1.50  -1.32  0.23  0.00
H  -3.93  -1.05  -0.29  0.00
H  -5.58  -0.83  1.56  0.00
H  -4.83  -1.11  3.93  0.00
H  -2.41  -1.52  4.43  0.00
H  2.01  -5.17  3.85  0.00
H  2.74  -6.96  5.40  -0.01

The following is a DFT calculation (ωB97M-V/def2-TZVPD) of C37H38BrF5GeN2O6PbS as an isolated structure.

The calculation puts the largest force on an atom at 2.47 eV/A. The net charge is +1. Its HOMO energy (alpha / beta) is -0.3940 / -0.3917 Ha. As for the expectation value of S²: 0.79. The value obtained for the molecular weight is 1093.5 g mol⁻¹. Its LUMO energy (alpha / beta) is -0.139 / -0.231 hartree. The multiplicity is 2.

Last column: Mulliken spin population.
Atoms and positions in Å:
Pb  0.85  -0.63  0.29  -0.01
C  -0.61  3.91  -1.57  0.00
C  -0.86  3.73  -0.08  0.00
C  0.44  3.89  0.70  0.00
C  -1.93  4.70  0.43  0.00
O  -1.43  2.44  0.19  -0.01
Ge  -1.58  0.94  -0.64  0.00
O  -1.65  1.02  -2.35  -0.01
C  -2.35  0.39  -3.45  0.00
C  -3.12  1.53  -4.13  0.00
C  -1.30  -0.19  -4.40  0.00
C  -3.31  -0.69  -2.99  0.00
O  -2.81  -0.11  -0.02  -0.01
C  -3.56  -0.29  1.20  0.00
C  -2.91  0.45  2.36  0.00
C  -3.63  -1.79  1.46  0.00
C  -4.96  0.26  0.92  0.00
H  -0.22  4.91  -1.77  0.00
H  -1.54  3.77  -2.12  0.00
H  0.12  3.17  -1.91  0.00
H  0.80  4.92  0.62  0.00
H  1.20  3.22  0.32  0.00
H  0.28  3.67  1.76  0.00
H  -1.62  5.72  0.24  0.00
H  -2.08  4.56  1.50  0.00
H  -2.87  4.51  -0.09  0.00
H  -2.43  2.28  -4.51  0.00
H  -3.79  2.00  -3.41  0.00
H  -3.71  1.14  -4.95  0.00
H  -0.54  0.55  -4.61  0.00
H  -1.77  -0.48  -5.33  0.00
H  -0.83  -1.06  -3.96  0.00
H  -4.07  -0.26  -2.34  0.00
H  -2.76  -1.45  -2.43  0.00
H  -3.80  -1.16  -3.84  0.00
H  -1.85  0.19  2.41  -0.01
H  -3.39  0.19  3.29  0.00
H  -2.99  1.52  2.20  0.00
H  -2.64  -2.18  1.69  0.00
H  -4.02  -2.30  0.59  0.00
H  -4.29  -1.98  2.30  0.00
H  -4.90  1.32  0.68  0.00
H  -5.60  0.13  1.78  0.00
H  -5.40  -0.26  0.07  0.00
S  1.04  -4.93  -2.05  0.00
C  1.40  -3.76  -3.28  0.00
C  1.63  -3.98  -4.63  0.00
C  1.89  -2.88  -5.42  0.00
C  1.91  -1.59  -4.89  0.00
C  1.66  -1.37  -3.55  0.00
C  1.40  -2.47  -2.73  0.00
N  1.10  -2.44  -1.40  0.00
C  0.90  -3.63  -0.90  0.01
C  0.52  -3.85  0.47  -0.01
C  0.27  -5.14  0.97  0.00
C  -0.15  -5.31  2.27  0.00
C  -0.36  -4.22  3.09  0.00
C  -0.12  -2.93  2.62  0.00
C  0.34  -2.78  1.34  0.04
H  1.61  -4.98  -5.04  0.00
H  2.08  -3.03  -6.47  0.00
H  2.10  -0.75  -5.53  0.00
H  1.68  -0.38  -3.12  0.00
H  0.42  -5.98  0.31  0.00
H  -0.32  -6.31  2.64  0.00
H  -0.71  -4.35  4.10  0.00
H  -0.28  -2.08  3.27  0.00
Br  2.81  -1.75  3.41  0.00
C  3.86  -0.90  2.10  0.00
C  5.18  -0.63  2.42  0.00
C  5.98  0.00  1.48  0.00
C  5.40  0.35  0.26  0.00
C  4.07  0.05  0.05  0.00
N  3.31  -0.57  0.94  0.00
C  3.42  0.56  -1.25  0.00
O  4.14  0.89  -2.16  0.00
O  2.15  0.61  -1.23  0.01
H  5.56  -0.91  3.39  0.00
H  7.01  0.23  1.68  0.00
H  5.95  0.84  -0.53  0.00
F  2.95  3.40  6.28  0.03
C  2.35  2.73  5.30  0.25
C  2.91  2.68  4.03  -0.03
F  4.06  3.31  3.78  0.00
C  2.29  1.97  3.02  0.10
F  2.85  1.98  1.79  0.02
C  1.07  1.26  3.21  0.15
O  0.50  0.55  2.32  0.37
C  0.52  1.37  4.52  0.12
F  -0.63  0.72  4.75  0.02
C  1.14  2.07  5.53  -0.04
F  0.59  2.13  6.75  -0.01

The following is a DFT calculation (ωB97M-V/def2-TZVPD) of C37H38CsN4O7 as an isolated structure.

The calculation puts the largest force on an atom at 2.84 eV/A. The net charge is -1. Its HOMO energy is -0.1247 Ha. The value obtained for the molecular weight is 783.6 g mol⁻¹. Its LUMO energy is 0.076 hartree.

Last column: Löwdin charge in e.
Atoms and positions in Å:
Cs  0.27  -0.13  -0.46  1.26
O  -2.48  -0.07  2.36  -0.06
C  -3.54  0.70  1.83  -0.19
C  -3.12  2.11  1.50  -0.26
C  -3.89  3.22  1.84  -0.03
C  -3.46  4.48  1.46  -0.08
C  -2.27  4.59  0.77  -0.07
C  -1.56  3.44  0.49  -0.13
N  -1.97  2.22  0.84  0.11
H  -1.70  0.13  1.82  0.02
H  -4.34  0.71  2.58  0.12
H  -3.94  0.25  0.92  0.13
H  -4.81  3.08  2.40  0.11
H  -4.04  5.36  1.71  0.10
H  -1.89  5.56  0.46  0.10
H  -0.61  3.48  -0.04  0.11
C  3.63  3.46  7.70  -0.08
O  3.41  2.55  6.64  -0.09
C  4.50  2.17  5.91  -0.22
C  5.79  2.58  6.16  -0.04
C  6.83  2.15  5.33  -0.11
C  6.55  1.34  4.25  -0.10
C  5.24  0.93  3.99  -0.03
C  4.19  1.33  4.82  -0.17
N  2.86  0.99  4.64  0.14
C  2.31  0.28  3.55  -0.35
N  2.92  -0.92  3.37  0.14
C  2.77  -1.96  2.40  -0.23
C  2.15  -1.78  1.16  -0.22
C  2.13  -2.95  0.38  -0.21
C  2.68  -4.17  0.76  -0.13
C  3.31  -4.29  2.00  -0.06
C  3.36  -3.17  2.80  -0.27
O  3.98  -3.23  4.05  -0.14
C  5.39  -3.33  3.97  -0.09
N  1.33  0.76  2.88  0.17
C  0.97  2.09  3.12  -0.23
C  -0.30  2.41  3.61  -0.03
C  -0.69  3.73  3.81  -0.11
C  0.18  4.76  3.52  -0.11
C  1.46  4.47  3.03  -0.03
C  1.85  3.15  2.83  -0.23
O  3.08  2.79  2.38  -0.08
C  4.06  3.79  2.26  -0.08
H  2.66  3.65  8.15  0.09
H  4.06  4.40  7.34  0.09
H  4.30  3.04  8.46  0.09
H  6.01  3.23  6.99  0.10
H  7.85  2.47  5.53  0.09
H  7.34  1.01  3.59  0.10
H  5.02  0.32  3.12  0.11
H  2.21  1.63  5.08  0.13
H  3.43  -1.23  4.18  0.13
H  1.66  -2.91  -0.61  0.04
H  2.62  -5.04  0.11  0.08
H  3.74  -5.22  2.33  0.10
H  5.70  -4.26  3.48  0.08
H  5.78  -3.31  4.98  0.08
H  5.81  -2.49  3.40  0.09
H  -0.98  1.59  3.81  0.11
H  -1.68  3.94  4.18  0.10
H  -0.11  5.79  3.67  0.09
H  2.14  5.28  2.81  0.09
H  4.97  3.29  1.95  0.09
H  4.23  4.29  3.22  0.10
H  3.79  4.54  1.51  0.09
C  -5.67  1.68  -4.97  -0.11
O  -5.27  0.39  -5.41  -0.09
C  -4.19  -0.16  -4.79  -0.30
C  -3.85  -1.46  -5.24  -0.05
C  -2.78  -2.08  -4.67  -0.06
C  -2.01  -1.50  -3.63  -0.11
C  -0.91  -2.24  -3.04  -0.40
C  -0.40  -3.49  -3.74  -0.02
O  -0.34  -1.91  -2.00  -0.35
C  -2.34  -0.17  -3.17  -0.39
O  -1.68  0.46  -2.30  -0.25
C  -3.48  0.46  -3.80  0.03
H  -6.55  1.95  -5.56  0.08
H  -4.88  2.42  -5.14  0.09
H  -5.93  1.67  -3.91  0.09
H  -4.44  -1.92  -6.03  0.10
H  -2.52  -3.07  -5.02  0.10
H  -0.22  -3.32  -4.80  0.08
H  -1.13  -4.31  -3.65  0.08
H  0.52  -3.80  -3.25  0.08
H  -3.72  1.45  -3.45  0.10